# 1
This record from the Open Molecules 2025 dataset describes a molecular structure, C20H34BrIN8NaO5S. The level of theory is wB97M-V/def2-TZVPD.

The energy relative to the best compared isomer or geometry (same formula, charge and spin) comes out at 11.0 kcal/mol. The lowest unoccupied orbital energy is 2.049 eV. As for the total energy: -136850.585 eV. The HOMO-LUMO gap comes out at 7.6 eV.

```
! wB97M-V def2-TZVPD RIJCOSX def2/J DEFGRID3
* xyz -1 1
Na 0.09158 0.07198 -0.11198
C 1.39873 -0.54376 -3.51514
N 1.32250 -1.43120 -2.36786
C 0.32952 -2.46568 -2.61440
C 2.63434 -1.98313 -2.09059
C 2.64846 -3.00575 -0.96671
N 2.00601 -2.54779 0.24630
C 1.84249 -3.63308 1.18591
C 2.70378 -1.43527 0.86415
H 1.67337 -1.09712 -4.43397
H 2.15565 0.22135 -3.33993
H 0.43464 -0.05896 -3.66536
H -0.59556 -1.99312 -2.93175
H 0.67080 -3.16830 -3.39970
H 0.12108 -3.02011 -1.69982
H 3.30878 -1.15269 -1.86534
H 3.05127 -2.48579 -2.98778
H 3.70176 -3.30199 -0.78506
H 2.12819 -3.90807 -1.29819
H 2.81178 -4.07105 1.49291
H 1.23372 -4.42432 0.74260
H 1.33242 -3.26279 2.07503
H 3.72394 -1.71702 1.18639
H 2.15216 -1.08035 1.73152
H 2.79605 -0.60109 0.17018
N -0.72206 1.04718 3.99797
C 0.68157 1.44522 3.98105
C 1.40818 1.33683 2.63140
O 2.66313 1.33186 2.64987
O 0.70072 1.23885 1.60232
H -1.20387 1.58216 3.28027
H -0.77181 0.09517 3.64634
H 1.24720 0.87435 4.71939
H 0.75576 2.49169 4.29238
Br -4.77892 1.52045 2.43516
C -4.58582 1.62074 0.52825
C -5.44217 2.43796 -0.19167
C -5.24358 2.47560 -1.56342
C -4.23196 1.71521 -2.12949
C -3.44238 0.92763 -1.30433
N -3.62702 0.89588 0.02072
C -2.29600 0.06576 -1.88268
O -2.08694 0.18848 -3.09562
O -1.69471 -0.65387 -1.04873
H -6.21262 3.01192 0.30123
H -5.87760 3.09967 -2.18166
H -4.02138 1.70595 -3.18941
N -1.63838 -2.94121 3.36517
C -1.52017 -2.18491 2.24386
O -0.49260 -1.59692 1.96458
C -2.75304 -2.03198 1.38692
I -3.65361 -3.90123 0.86406
H -0.84750 -3.02368 3.97839
H -2.46563 -3.48482 3.53166
H -2.48058 -1.54103 0.45543
H -3.51839 -1.47484 1.92130
C 1.93948 3.77600 -5.30201
C 1.20622 4.24742 -4.04746
C 1.60957 3.47700 -2.83173
N 0.89321 2.53985 -2.32404
N 1.47119 1.89957 -1.26175
C 2.63370 2.39826 -0.94448
N 3.41722 1.94604 0.06771
S 3.12654 3.68859 -2.00153
H 1.60998 4.33376 -6.18035
H 1.74489 2.71723 -5.47662
H 3.01909 3.90622 -5.20563
H 0.13221 4.09329 -4.15605
H 1.36949 5.31665 -3.89099
H 2.95630 1.55376 0.91409
H 4.19493 2.53699 0.31020
*
```

# 2
This record from the Open Molecules 2025 dataset describes a single C5H7N3 molecule in a non-equilibrium geometry. The level of theory is wB97M-V/def2-TZVPD.

Its SMILES is [H]/N=C1/C=CCN1/C=N/[H]. The energy relative to the best compared isomer or geometry (same formula, charge and spin) comes out at 62.9 kcal/mol. The lowest unoccupied orbital energy is 0.699 eV. As for the total energy: -9766.659 eV. The HOMO-LUMO gap comes out at 9.6 eV.

```
! wB97M-V def2-TZVPD RIJCOSX def2/J DEFGRID3
* xyz 0 1
H 1.63940 -2.42817 0.18261
N 0.85708 -2.09769 -0.47624
C 0.25309 -0.95654 -0.53352
C -0.72594 -0.73903 -1.59814
C -1.39662 0.36041 -1.32365
C -0.96626 0.92686 -0.03876
N 0.24813 0.18908 0.26667
C 0.93428 0.48879 1.36668
N 0.69322 1.66811 1.89811
H 1.32715 1.85821 2.77454
H -0.86233 -1.47036 -2.40167
H -2.37119 0.73985 -1.77263
H -0.86172 2.12512 -0.13065
H -1.69615 0.62914 0.84256
H 1.64456 -0.25314 1.44973
*
```

# 3
This record from the Open Molecules 2025 dataset describes a single CH5NO3S molecule in a non-equilibrium geometry. The level of theory is wB97M-V/def2-TZVPD.

The energy relative to the best compared isomer or geometry (same formula, charge and spin) comes out at 55.2 kcal/mol. The lowest unoccupied orbital energy (alpha / beta) is 0.933 / -3.525 eV. As for the total energy: -19577.610 eV. The HOMO-LUMO gap (alpha / beta) comes out at 5.8 / 7.2 eV.

```
! wB97M-V def2-TZVPD RIJCOSX def2/J DEFGRID3
* xyz 0 3
C 1.58302 0.66442 0.31074
N -1.36577 -0.98883 -0.99251
O -1.49667 -0.45273 1.38498
O -0.85448 1.60095 -0.02645
O 0.67554 -0.40309 0.12065
S -0.86374 -0.00358 0.20496
H 2.18368 0.41807 1.33496
H 0.91969 1.61846 0.12605
H 2.28177 0.53238 -0.52707
H -0.72529 -1.69786 -1.11426
H -2.33776 -1.28820 -0.82203
*
```

# 4
This record from the Open Molecules 2025 dataset describes a molecular structure, C39H46OP2Ru in a non-equilibrium geometry. The level of theory is wB97M-V/def2-TZVPD.

The energy relative to the best compared isomer or geometry (same formula, charge and spin) comes out at 178.7 kcal/mol. The lowest unoccupied orbital energy (alpha / beta) is -7.174 / -7.207 eV. As for the total energy: -64368.006 eV. The HOMO-LUMO gap (alpha / beta) comes out at 5.5 / 6.3 eV.

```
! wB97M-V def2-TZVPD RIJCOSX def2/J DEFGRID3
* xyz 2 5
Ru -0.43112 0.28582 -0.00974
C 1.48743 1.98231 3.52025
C 1.47769 2.14905 2.23856
C 2.69547 1.83633 1.47550
C 2.64596 0.68807 0.51926
C 1.77938 -0.47410 1.13506
C 1.70920 -0.88563 2.49180
C 2.58316 -0.38231 3.51752
C 2.36944 1.02287 4.24396
C -0.87371 -1.68010 0.83469
H 0.98570 2.72784 4.13358
H 0.70267 2.76622 1.79581
H 3.35357 1.50722 2.26090
H 3.17993 2.67253 0.98851
H 2.26133 0.97187 -0.45964
H 3.67622 0.29641 0.46242
H 1.84280 -1.37185 0.56329
H 1.20384 -1.81868 2.69214
H 3.49584 -0.24646 2.94933
H 2.67127 -1.00192 4.42382
H 1.65654 0.91012 5.13316
H 3.42507 1.43155 4.42376
H -1.89598 -1.71471 1.18598
H -0.11585 -2.34988 1.28174
H -0.72768 -1.59543 -0.30194
P -0.77809 1.34423 -2.01561
P 0.41233 -1.03637 -1.88690
C 1.00703 1.52549 -2.16968
C 1.58027 0.30396 -2.11796
C -1.48361 1.76816 -3.69070
C -0.71039 2.42526 -4.69291
C -1.39426 3.11049 -5.70696
C -2.78951 3.00890 -5.85338
C -3.48157 2.08530 -5.04457
C -2.84506 1.43695 -3.97390
C -1.45241 2.49250 -0.80511
C -1.87959 1.81298 0.39840
C -2.62241 2.76352 1.30375
C -2.79494 4.09705 1.03887
C -2.16647 4.70780 -0.07130
C -1.46073 3.88173 -0.94584
C 0.08696 -1.81696 -3.53086
C -0.68489 -1.21159 -4.53764
C -0.80953 -1.70904 -5.82894
C -0.23418 -2.93914 -6.19058
C 0.43569 -3.62647 -5.17571
C 0.59920 -3.08150 -3.88297
C 1.39175 -2.43827 -1.22180
C 0.71853 -3.57689 -0.68911
C 1.38296 -4.68593 -0.16391
C 2.78907 -4.60254 -0.02988
C 3.50193 -3.44249 -0.41644
C 2.77325 -2.38730 -0.99619
H 1.47015 2.46097 -2.45884
H 2.61276 0.09288 -2.32623
H 0.39878 2.44265 -4.69865
H -0.82077 3.76948 -6.36433
H -3.35207 3.71058 -6.50991
H -4.53995 1.92392 -5.20680
H -3.36258 0.66845 -3.37932
H -2.32693 0.69480 0.26855
H -2.95458 2.46130 2.28577
H -3.34756 4.74900 1.76430
H -2.26861 5.80466 -0.20302
H -1.00339 4.35391 -1.80440
H -1.18837 -0.27260 -4.31980
H -1.34925 -1.11305 -6.56392
H -0.31405 -3.31850 -7.21455
H 0.88845 -4.60323 -5.37575
H 1.16807 -3.65647 -3.14514
H -0.36773 -3.61819 -0.72079
H 0.82304 -5.61216 0.14318
H 3.32483 -5.46427 0.37659
H 4.60033 -3.39825 -0.28826
H 3.29287 -1.45327 -1.15584
C -2.56035 -1.21419 4.43665
C -1.35782 -0.40390 4.90683
C -1.74061 0.68083 5.96043
C -0.41628 -1.35693 5.72187
O -0.97909 0.12065 3.77340
H -3.04328 -1.80841 5.17382
H -2.12145 -1.86269 3.69336
H -3.28049 -0.55792 3.98089
H -1.76921 0.16302 6.91014
H -0.93000 1.41913 5.96442
H -2.72318 1.08603 5.74316
H -0.02445 -2.25945 5.23990
H 0.38346 -0.82524 6.27093
H -1.07019 -1.74053 6.51946
*
```

Question: Among the records above, which one has the highest energy relative to the best compared isomer or geometry (same formula, charge and spin)?
Answer: C39H46OP2Ru

Question: Look up the energy relative to the best compared isomer or geometry (same formula, charge and spin) of the third one.
Answer: 55.2 kcal/mol

Question: Number 1 is which compound?
Answer: C20H34BrIN8NaO5S

Question: Look up the energy relative to the best compared isomer or geometry (same formula, charge and spin) of the third one.
Answer: 55.2 kcal/mol